(1)
Below is a molecular structure, CuF24P4 in a non-equilibrium geometry, with properties calculated with ωB97M-V with the def2-TZVPD basis set.

The geometry in XYZ format:
```
29
CuF24P4 | the Open Molecules 2025 dataset | ωB97M-V with the def2-TZVPD basis set
Cu -0.058 -0.087 0.100
P -0.425 2.082 -1.987
F -1.408 3.340 -1.578
F 0.855 3.011 -2.200
F -0.006 1.933 -0.434
F 0.518 0.798 -2.199
F -1.623 1.014 -1.646
F -0.818 2.012 -3.567
P 0.750 -2.592 -1.471
F 1.575 -1.344 -0.937
F 0.160 -2.671 0.057
F -0.441 -1.541 -1.608
F -0.378 -3.698 -1.955
F 1.250 -2.224 -2.985
F 1.912 -3.744 -1.253
P 2.244 0.988 1.873
F 3.813 0.659 1.668
F 1.991 -0.664 2.022
F 2.306 1.106 3.546
F 0.631 1.147 1.947
F 2.559 2.585 1.771
F 2.018 0.740 0.244
P -2.580 -0.459 1.582
F -1.812 0.952 1.149
F -1.038 -0.900 1.747
F -2.699 0.045 3.123
F -3.191 -1.955 1.824
F -3.926 0.288 1.127
F -2.182 -0.819 0.040
```

Values from the calculation:
Energy above the lowest of the compared OMol25 structures with the same formula, charge and spin in kcal per mole: 52.0
⟨S²⟩: 0.751
2S+1: 2
Kohn-Sham gap (spin up / spin down) in eV: 12.8 / 9.2
Charge: -2
E_HOMO (spin up / spin down) in eV: -7.15 / -7.14

***

(2)
Below is 2 unconnected molecules or ions with the total composition C3H8NO3S in a non-equilibrium geometry, with properties calculated with ωB97M-V with the def2-TZVPD basis set.

The geometry in XYZ format:
```
16
C3H8NO3S | the Open Molecules 2025 dataset | ωB97M-V with the def2-TZVPD basis set
O -0.820 -1.735 -0.725
C 0.250 -1.001 -0.629
O 1.392 -1.341 -0.907
C 0.047 0.062 0.553
C 1.127 1.126 0.522
S 0.993 2.213 2.154
N -1.335 0.510 0.536
H 0.369 -0.611 1.472
H 2.204 0.661 0.508
H 1.044 1.920 -0.247
H -0.043 1.629 2.742
H -1.964 -0.100 0.880
H -1.686 0.834 -0.406
H -1.899 -2.314 -2.438
H -1.349 -2.207 -3.771
O -2.041 -1.913 -3.323
```

Values from the calculation:
Energy above the lowest of the compared OMol25 structures with the same formula, charge and spin in kcal per mole: 45.0
2S+1: 1
Kohn-Sham gap in eV: 7.5
Charge: -1
E_HOMO in eV: -4.24

***

(3)
Below is a molecular structure, C20H45InN3O11, with properties calculated with ωB97M-V with the def2-TZVPD basis set.

The geometry in XYZ format:
```
80
C20H45InN3O11 | the Open Molecules 2025 dataset | ωB97M-V with the def2-TZVPD basis set
C -0.348 3.080 -3.691
C 1.147 3.258 -3.468
O 1.769 1.992 -3.654
C 1.502 3.819 -2.088
O 2.848 3.580 -1.858
In 3.582 4.256 -0.006
C 5.252 2.874 0.392
C 4.954 1.476 -0.182
C 4.603 0.416 0.881
C 3.409 -0.474 0.523
N 2.166 0.057 1.107
C 1.072 -0.795 1.178
N 0.389 -1.090 2.218
N 0.685 -1.308 -0.051
H -0.923 3.670 -2.969
H -0.601 2.028 -3.538
H -0.662 3.380 -4.694
H 1.542 3.971 -4.209
H 2.708 2.147 -3.457
H 0.839 3.364 -1.327
H 1.263 4.901 -2.115
H 3.989 5.973 -0.142
H 2.249 3.984 1.139
H 6.191 3.264 -0.009
H 5.364 2.830 1.483
H 4.120 1.513 -0.895
H 5.820 1.120 -0.757
H 5.462 -0.237 1.068
H 4.395 0.926 1.830
H 3.578 -1.508 0.855
H 3.300 -0.487 -0.567
H 2.354 0.446 2.022
H 0.805 -0.675 3.048
H 0.398 -2.275 -0.010
H 1.337 -1.136 -0.801
C -3.510 -2.545 3.308
C -2.570 -2.786 2.151
O -2.426 -4.205 1.881
C -3.422 -4.774 1.224
O -4.408 -4.237 0.785
O -3.131 -6.075 1.062
C -4.119 -6.811 0.342
H -3.177 -3.086 4.195
H -3.523 -1.481 3.547
H -4.527 -2.859 3.077
H -1.564 -2.447 2.379
H -2.908 -2.288 1.243
H -4.323 -6.345 -0.620
H -5.046 -6.868 0.912
H -3.699 -7.803 0.205
C -4.794 -4.294 10.313
C -5.150 -5.037 9.044
O -4.470 -4.493 7.900
C -3.196 -4.863 7.764
O -2.600 -5.623 8.487
O -2.695 -4.250 6.697
C -1.313 -4.526 6.431
H -4.997 -3.229 10.199
H -5.395 -4.674 11.141
H -3.742 -4.431 10.559
H -6.205 -4.922 8.802
H -4.918 -6.098 9.125
H -1.143 -5.598 6.376
H -0.687 -4.096 7.211
H -1.105 -4.056 5.475
C -0.262 6.817 -9.291
C 1.243 6.823 -9.138
O 1.672 5.957 -8.076
C 1.705 4.656 -8.376
O 1.478 4.179 -9.461
O 2.092 3.991 -7.297
C 2.193 2.572 -7.465
H -0.739 7.077 -8.346
H -0.558 7.551 -10.042
H -0.614 5.837 -9.608
H 1.605 7.805 -8.840
H 1.739 6.528 -10.063
H 2.841 2.330 -8.305
H 1.206 2.142 -7.628
H 2.603 2.192 -6.534
```

Values from the calculation:
Energy above the lowest of the compared OMol25 structures with the same formula, charge and spin in kcal per mole: 0.0
2S+1: 1
Kohn-Sham gap in eV: 7.0
Charge: -1
E_HOMO in eV: -4.92

***

(4)
Below is a single C4H5N5 molecule in a non-equilibrium geometry, with properties calculated with ωB97M-V with the def2-TZVPD basis set.

The geometry in XYZ format:
```
14
C4H5N5 | the Open Molecules 2025 dataset | ωB97M-V with the def2-TZVPD basis set
C 0.211 0.395 0.735
C -0.800 -0.688 0.454
C -1.046 -1.278 -0.766
C 1.729 -0.344 -0.851
H -1.490 2.394 2.357
H -2.193 1.141 1.459
H -1.411 -1.053 1.280
H -1.802 -2.063 -1.010
H 2.784 -0.548 -1.129
N -1.343 1.473 2.054
N -0.114 1.366 1.454
N -0.372 -0.875 -1.939
N 0.815 -0.466 -1.942
N 1.522 0.162 0.317
```

Values from the calculation:
SMILES string: N/N=c1\ccnncn1
Energy above the lowest of the compared OMol25 structures with the same formula, charge and spin in kcal per mole: 78.2
2S+1: 1
Kohn-Sham gap in eV: 7.9
E_HOMO in eV: -8.77

***

(5)
Below is 2 unconnected molecules or ions with the total composition C2H9BNO2 in a non-equilibrium geometry, with properties calculated with ωB97M-V with the def2-TZVPD basis set.

The geometry in XYZ format:
```
15
C2H9BNO2 | the Open Molecules 2025 dataset | ωB97M-V with the def2-TZVPD basis set
B -1.048 0.482 0.555
C -0.334 -0.485 1.460
C 1.775 0.530 -0.151
N 1.970 -0.618 -0.773
O -1.666 -0.182 -0.981
O -1.478 1.729 0.305
H -0.253 -0.441 2.518
H 0.114 -1.361 1.046
H 1.069 1.332 -0.579
H 2.343 0.830 0.793
H 1.695 -1.014 -1.619
H -2.568 0.102 -0.882
H 2.573 -1.259 -0.282
H -1.436 0.429 -1.769
H -1.555 2.457 0.904
```

Values from the calculation:
Energy above the lowest of the compared OMol25 structures with the same formula, charge and spin in kcal per mole: 114.0
2S+1: 1
Kohn-Sham gap (spin up / spin down) in eV: 7.2 / 7.2
Charge: +1
E_HOMO (spin up / spin down) in eV: -11.59 / -11.59

***

(6)
Below is a molecular structure, C5H8O2P2 in a non-equilibrium geometry, with properties calculated with ωB97M-V with the def2-TZVPD basis set.

The geometry in XYZ format:
```
17
C5H8O2P2 | the Open Molecules 2025 dataset | ωB97M-V with the def2-TZVPD basis set
C -1.860 -0.439 -0.814
C -0.859 -1.103 -1.228
C 2.775 0.952 -0.940
C -0.574 -0.515 1.470
C -1.426 0.321 0.521
O 1.492 -2.294 0.834
O -0.563 1.344 0.120
P 2.226 0.755 0.551
P 0.797 -1.025 0.455
H -2.844 -0.061 -1.203
H -0.646 -1.668 -2.091
H 3.544 1.682 -1.149
H 2.290 0.419 -1.848
H -0.219 0.023 2.316
H -0.977 -1.499 1.901
H -2.318 0.783 1.079
H -0.836 2.325 0.026
```

Values from the calculation:
Energy above the lowest of the compared OMol25 structures with the same formula, charge and spin in kcal per mole: 25.1
2S+1: 1
Kohn-Sham gap in eV: 8.9
E_HOMO in eV: -8.71

***

(7)
Below is a single C2H2N4O molecule in a non-equilibrium geometry, with properties calculated with ωB97M-V with the def2-TZVPD basis set.

The geometry in XYZ format:
```
9
C2H2N4O | the Open Molecules 2025 dataset | ωB97M-V with the def2-TZVPD basis set
C 1.114 -0.424 0.026
C -0.229 -0.098 0.038
H 1.944 1.216 0.118
H 1.290 -1.434 -0.013
N -1.160 -1.069 -0.057
N -2.303 -0.463 0.006
N -2.070 0.902 -0.036
N -0.788 1.115 -0.021
O 2.203 0.255 -0.060
```

Values from the calculation:
SMILES string: OC=C1N=NN=N1
Energy above the lowest of the compared OMol25 structures with the same formula, charge and spin in kcal per mole: 28.8
2S+1: 1
Kohn-Sham gap in eV: 9.0
E_HOMO in eV: -10.61